A molecular structure, C27H23AuF10N4O4S, computed with ωB97M-V/def2-TZVPD.

The geometry in XYZ format:
```
70
Properties=species:S:1:pos:R:3
Au 1.97740 -0.53507 -0.47277
C 4.68935 -1.63068 -1.42970
N 4.25003 -0.76991 -0.32276
C 4.86131 0.57602 -0.41862
C 3.81577 1.69399 -0.44698
N 2.83749 1.32170 -1.44061
C 2.00294 2.23645 -1.97750
C 1.63448 3.48026 -1.41769
F 2.05243 3.79917 -0.18741
C 0.82750 4.37339 -2.08266
F 0.50138 5.53001 -1.51284
C 0.34879 4.06969 -3.35208
F -0.40305 4.94158 -3.99868
C 0.67235 2.85457 -3.93676
F 0.22937 2.57207 -5.15497
C 1.45643 1.95501 -3.25448
F 1.75608 0.79841 -3.82225
C 4.47803 -1.41237 0.98025
C 3.55121 -0.83117 2.03446
N 2.21124 -1.20834 1.64306
C 1.12933 -0.93239 2.40738
C -0.06800 -1.63433 2.10814
F -0.03663 -2.55344 1.16015
C -1.24892 -1.40770 2.77523
F -2.34298 -2.08704 2.45457
C -1.29733 -0.47342 3.80237
F -2.42630 -0.25305 4.45192
C -0.14639 0.21962 4.14782
F -0.18474 1.11418 5.13056
C 1.03338 -0.00346 3.46899
F 2.09677 0.72260 3.82603
H 5.77252 -1.79402 -1.40064
H 4.18490 -2.59363 -1.36847
H 4.42196 -1.16183 -2.37495
H 5.55104 0.73821 0.41298
H 5.43119 0.63079 -1.34520
H 3.38455 1.83006 0.55233
H 4.30154 2.63740 -0.71481
H 4.22310 -2.46734 0.87935
H 5.52751 -1.32709 1.28149
H 3.78666 -1.26600 3.01088
H 3.69772 0.25135 2.12030
C -3.62895 -4.71064 -1.03992
C -3.94490 -3.26444 -0.77430
C -3.69344 -2.28948 -1.73648
C -3.97210 -0.95461 -1.49185
C -4.49708 -0.59661 -0.26163
C -4.75101 -1.54518 0.71689
C -4.47985 -2.87774 0.45234
S -4.86648 1.11206 0.09281
O -5.40639 1.16652 1.41962
O -5.58409 1.68219 -1.00591
N -3.38594 1.85155 0.13375
C -2.42680 1.28935 1.08219
C -0.97814 1.36182 0.57886
C -0.78650 0.64943 -0.77377
O -1.32331 1.12265 -1.77359
O -0.09686 -0.44050 -0.76592
H -3.45925 -4.88801 -2.10077
H -4.44152 -5.35320 -0.70031
H -2.72706 -5.00632 -0.49945
H -3.26942 -2.57981 -2.68999
H -3.77461 -0.20050 -2.24200
H -5.15951 -1.22282 1.66524
H -4.68574 -3.62661 1.20815
H -3.00278 1.92628 -0.80814
H -2.67242 0.24269 1.30250
H -2.51079 1.84141 2.02084
H -0.33052 0.89888 1.32205
H -0.68599 2.40732 0.45334
```

Results
Calculated total energy   -3095.02982 Eh
Multiplicity   3